<1>
This record from OMol25 describes 2 unconnected molecules or ions with the total composition C3H11N2O. The level of theory is ωB97M-V/def2-TZVPD.

Computed properties:
total charge: +1
2S+1: 1

Last columns: bonded neighbours and bond lengths (Å).
CARTESIAN COORDINATES (ANGSTROEM)
1 C -1.094 -0.089 -1.847  C2 1.493, H6 1.088, H7 1.088, H8 1.090
2 C -0.455 0.062 -0.507  C1 1.493, C3 1.338, N5 1.477
3 C 0.862 0.240 -0.352  C2 1.338, N4 1.353, H9 1.079
4 N 1.711 0.471 -1.379  C3 1.353, H10 1.004, H11 1.003
5 N -1.352 0.158 0.664  C2 1.477, H12 1.021, H13 1.022, H14 1.023
6 H -2.169 -0.255 -1.820  C1 1.088
7 H -0.701 -0.926 -2.420  C1 1.088
8 H -0.961 0.843 -2.397  C1 1.090
9 H 1.304 0.314 0.630  C3 1.079
10 H 1.490 0.328 -2.348  N4 1.004
11 H 2.664 0.715 -1.186  N4 1.003
12 H -0.892 0.516 1.502  N5 1.021
13 H -1.870 -0.698 0.874  N5 1.022
14 H -2.056 0.841 0.376  N5 1.023
15 H 1.375 -0.709 2.625  O17 0.966
16 H 0.256 -1.060 3.551  O17 0.972
17 O 0.422 -0.586 2.719  H15 0.966, H16 0.972

<2>
This record from OMol25 describes 2 unconnected molecules or ions with the total composition C3H11N2O. The level of theory is ωB97M-V/def2-TZVPD.

Computed properties:
total charge: +1
2S+1: 1

Last columns: bonded neighbours and bond lengths (Å).
CARTESIAN COORDINATES (ANGSTROEM)
1 C 0.333 -1.691 -0.819  C3 1.463, H7 1.068, H8 1.123, H9 1.070
2 C 1.593 1.498 -0.704  H10 1.082, H11 1.069, H12 1.030
3 C -0.310 -0.488 -0.287  C1 1.463, N5 1.550, O6 1.374
4 N -2.042 1.138 0.086  O6 1.447, H13 0.994, H14 0.994
5 N -0.235 -0.618 1.255  C3 1.550, H15 1.025, H16 1.052, H17 1.038
6 O -1.563 -0.033 -0.616  C3 1.374, N4 1.447
7 H -0.071 -1.647 -1.807  C1 1.068
8 H 1.445 -1.543 -0.858  C1 1.123
9 H 0.089 -2.647 -0.406  C1 1.070
10 H 2.474 1.164 -1.235  C2 1.082
11 H 0.590 1.634 -1.049  C2 1.069
12 H 1.652 1.591 0.320  C2 1.030
13 H -1.967 1.954 -0.477  N4 0.994
14 H -2.956 0.807 0.289  N4 0.994
15 H -0.899 -1.352 1.520  N5 1.025
16 H -0.507 0.324 1.636  N5 1.052
17 H 0.663 -1.008 1.599  N5 1.038

Which one sits at the bottom of the stability order? <2> does.